Density functional theory data (ωB97M-V/def2-TZVPD) for a cluster of 2 separate species, C3H6O3 in total at a distorted geometry.

Output
Energy (eV): -9348.616
HOMO-LUMO gap (eV): 10.94
Net charge: 0

Cartesian coordinates (Å):
1 O -1.68 0.42 0.45
2 C -1.29 -0.82 0.99
3 C -0.30 -0.14 0.23
4 O 1.13 -0.19 -2.25
5 C 0.68 0.77 0.81
6 O 1.75 1.02 0.29
7 H 0.71 0.61 -2.61
8 H -1.72 -1.71 0.52
9 H -1.15 -0.83 2.05
10 H -0.08 -0.63 -0.70
11 H 1.63 0.25 -1.54
12 H 0.35 1.23 1.75

Here are the natural (NBO) charges for atoms 1 to 2, given in e: atom 1 (O): -0.460, atom 2 (C): -0.081